[1]
The following is a quantum chemistry calculation of a cluster of 2 separate species, C3H10NO2 in total in a non-equilibrium geometry, from OMol25.

```
! wB97M-V def2-TZVPD RIJCOSX def2/J DEFGRID3
* xyz -1 1
C 0.171 0.107 -0.838
O -1.052 -0.431 -0.657
C 1.010 0.078 0.446
C 1.304 -1.385 0.816
N 0.203 0.623 1.592
H 0.790 -0.283 -1.688
H 0.170 1.174 -1.211
H 1.974 0.590 0.430
H 0.381 -1.958 0.799
H 1.805 -1.468 1.782
H 1.951 -1.886 0.095
H -0.741 0.486 1.223
H 0.334 1.633 1.558
H -2.048 0.496 -1.313
H -3.541 1.061 -1.285
O -2.712 1.163 -1.751
*
```

Results
E_LUMO (Eh): 0.1621
Energy relative to the best compared isomer or geometry (same formula, charge and spin) (kJ/mol): 11.80
Orbital gap (eV): 7.9
Energy (eV): -8858.67155

How positive or negative is each atom? The Mulliken charges in e answer that: number 1, C, carries -0.6034; number 2, O, carries -0.9265; number 3, C, carries 0.3388; number 4, C, carries -1.4417; number 5, N, carries -0.8423; number 6, H, carries 0.2779; number 7, H, carries 0.2707; number 8, H, carries 0.3784; number 9, H, carries 0.2345; number 10, H, carries 0.3934; number 11, H, carries 0.3506; number 12, H, carries 0.3708; number 13, H, carries 0.2340; number 14, H, carries 0.4838; number 15, H, carries 0.2421; number 16, O, carries -0.7612


[2]
The following is a quantum chemistry calculation of the ion C2H9N2O with charge +2 in a non-equilibrium geometry, from OMol25.

```
! wB97M-V def2-TZVPD RIJCOSX def2/J DEFGRID3
* xyz 2 2
C -0.428 0.750 0.135
N 0.727 1.844 0.216
H -1.243 1.242 0.666
H -0.675 0.765 -0.920
H 1.181 1.806 1.137
H 1.344 1.694 -0.585
N 0.094 -0.483 0.747
C 0.199 -1.680 -0.190
O -1.096 -1.565 -0.756
H -0.662 -0.816 1.378
H 0.375 2.813 0.223
H 0.354 -2.659 0.264
H 0.983 -1.429 -0.903
H -1.152 -2.282 -1.414
*
```

Results
E_LUMO (alpha / beta) (Eh): -0.2992 / -0.5351
Energy relative to the best compared isomer or geometry (same formula, charge and spin) (kJ/mol): 288.91
Orbital gap (alpha / beta) (eV): 12.9 / 6.2
⟨S²⟩: 0.755
Energy (eV): -7225.45590

How positive or negative is each atom? The Mulliken charges in e answer that: number 1, C, carries -0.3431; number 2, N, carries -0.3568; number 3, H, carries 0.3857; number 4, H, carries 0.3883; number 5, H, carries 0.3817; number 6, H, carries 0.3854; number 7, N, carries 0.0153; number 8, C, carries -0.2841; number 9, O, carries -0.4487; number 10, H, carries 0.3932; number 11, H, carries 0.3794; number 12, H, carries 0.3885; number 13, H, carries 0.3397; number 14, H, carries 0.3755


[3]
The following is a quantum chemistry calculation of the molecule C6H13NO in a non-equilibrium geometry, from OMol25.

```
! wB97M-V def2-TZVPD RIJCOSX def2/J DEFGRID3
* xyz 0 1
C 0.445 -0.548 0.054
C -0.933 0.924 -1.293
C -0.710 1.056 1.188
C -2.050 -0.853 0.044
C 2.700 -0.961 0.025
C -0.854 0.156 -0.004
N 1.652 0.049 0.083
O 2.062 1.222 0.151
H 0.534 -1.640 -0.051
H -1.706 1.669 -1.225
H -1.110 0.394 -2.213
H 0.005 1.452 -1.466
H -1.658 1.568 1.593
H -0.351 0.388 2.079
H 0.088 1.917 0.962
H -2.235 -1.175 1.077
H -1.913 -1.808 -0.620
H -2.866 -0.343 -0.357
H 2.756 -1.474 0.978
H 2.509 -1.563 -0.818
H 3.635 -0.429 -0.189
*
```

Results
E_LUMO (Eh): 0.0291
Energy relative to the best compared isomer or geometry (same formula, charge and spin) (kJ/mol): 379.36
Orbital gap (eV): 9.2
Energy (eV): -9967.24252
Structure (SMILES): C/[N+]([O-])=C/C(C)(C)C

How positive or negative is each atom? The Mulliken charges in e answer that: number 1, C, carries -0.7901; number 2, C, carries -1.7551; number 3, C, carries -1.4442; number 4, C, carries -1.7119; number 5, C, carries -1.0671; number 6, C, carries 2.1479; number 7, N, carries 0.5544; number 8, O, carries -0.6776; number 9, H, carries 0.3196; number 10, H, carries 0.4200; number 11, H, carries 0.3686; number 12, H, carries 0.4380; number 13, H, carries 0.3469; number 14, H, carries 0.3090; number 15, H, carries 0.3377; number 16, H, carries 0.3876; number 17, H, carries 0.3229; number 18, H, carries 0.4335; number 19, H, carries 0.3296; number 20, H, carries 0.4019; number 21, H, carries 0.3282


[4]
The following is a quantum chemistry calculation of the molecule C7H10O2 in a non-equilibrium geometry, from OMol25.

```
! wB97M-V def2-TZVPD RIJCOSX def2/J DEFGRID3
* xyz 0 1
C -2.815 0.120 -0.078
C -1.475 0.968 -0.050
C -0.326 0.432 0.000
C 0.085 -1.057 -0.190
C 1.528 -1.039 -0.611
C 2.070 0.190 0.163
C 0.999 1.259 0.068
H -1.930 -0.817 1.483
H -1.803 2.027 0.137
H -0.176 -1.585 0.881
H -0.662 -1.377 -1.077
H 1.878 -1.960 -0.300
H 1.500 -0.913 -1.758
H 2.181 0.018 1.333
H 3.067 0.279 0.081
H 1.216 1.970 -1.026
H 1.155 2.039 1.000
O -2.879 -0.762 0.866
O -3.612 0.207 -0.925
*
```

Results
E_LUMO (Eh): 0.0151
Energy relative to the best compared isomer or geometry (same formula, charge and spin) (kJ/mol): 304.51
Orbital gap (eV): 10.2
Energy (eV): -11512.70040
Structure (SMILES): O=C(O)C=C1CCCC1

How positive or negative is each atom? The Mulliken charges in e answer that: number 1, C, carries 0.4835; number 2, C, carries -0.4009; number 3, C, carries 0.1664; number 4, C, carries -0.3114; number 5, C, carries -0.6751; number 6, C, carries -0.8462; number 7, C, carries -0.4614; number 8, H, carries 0.4102; number 9, H, carries 0.3072; number 10, H, carries 0.2619; number 11, H, carries 0.1927; number 12, H, carries 0.3829; number 13, H, carries 0.2808; number 14, H, carries 0.2178; number 15, H, carries 0.5346; number 16, H, carries 0.1983; number 17, H, carries 0.2577; number 18, O, carries -0.4842; number 19, O, carries -0.5149